89
Properties=species:S:1:pos:R:3:mulliken_charge:R:1 method="wB97M-V/def2-TZVPD" fmax_ev_per_a=5.377 e_homo_ev=-2.645 total_charge=-1 homo_lumo_gap_ev=4.4220
C -4.304 0.520 0.227 -1.46
C -3.026 0.473 -0.627 0.91
O -2.811 -0.755 -1.289 -0.44
C -2.815 -1.878 -0.427 -0.22
C -1.775 -2.933 -0.810 -0.71
C -0.465 -2.398 -1.424 -1.34
C 0.130 -1.122 -0.802 1.96
C 1.497 -1.193 -0.102 -2.57
P 1.637 -1.095 1.836 2.62
C 3.444 -0.363 1.466 -0.77
C 4.481 -0.390 2.589 -1.55
C 0.914 0.725 1.733 -1.22
C -0.290 1.191 2.548 1.04
C -0.693 2.691 2.322 -1.45
C 0.370 3.645 1.777 -0.80
S 0.404 3.745 -0.021 1.19
O -0.732 3.106 -0.614 -0.46
O 1.641 3.190 -0.481 -0.57
Cl 0.321 5.740 -0.523 -0.32
C -0.087 -1.914 2.097 1.71
C -0.683 -2.438 3.417 -0.78
C -1.499 -1.459 4.284 -1.43
O 0.099 -3.342 4.203 -0.44
C 2.520 -2.809 2.040 -1.00
C 1.997 -3.979 1.162 0.24
C 1.081 -4.962 1.829 -0.94
O 2.501 -5.248 1.476 -0.59
P 1.893 -0.653 4.138 0.16
O 2.767 -1.749 5.047 -0.50
O 2.226 0.908 4.652 -0.53
H -5.004 -0.275 -0.023 0.35
H -4.776 1.501 0.214 0.41
H -4.033 0.353 1.275 0.27
H -2.164 0.759 -0.013 -0.48
H -3.126 1.222 -1.413 0.31
H -2.690 -1.620 0.630 0.00
H -3.806 -2.347 -0.489 0.47
H -1.609 -3.595 0.044 0.21
H -2.238 -3.578 -1.566 0.52
H -0.719 -2.211 -2.469 0.51
H 0.240 -3.232 -1.473 0.35
H 0.294 -0.480 -1.678 -0.75
H -0.602 -0.525 -0.265 -0.91
H 2.168 -1.932 -0.552 1.07
H 2.019 -0.289 -0.428 0.69
H 3.866 -0.953 0.643 0.64
H 3.450 0.646 1.031 0.44
H 4.444 0.432 3.307 0.28
H 5.465 -0.261 2.108 0.44
H 4.586 -1.348 3.097 0.22
H 1.707 1.401 2.073 0.13
H 0.747 1.090 0.715 -0.31
H -1.237 0.700 2.303 -0.83
H -0.203 1.091 3.628 0.68
H -1.562 2.769 1.665 0.37
H -1.030 3.111 3.272 0.49
H 0.103 4.661 2.085 0.65
H 1.386 3.509 2.137 0.36
H -0.898 -1.271 1.745 -1.41
H -0.204 -2.726 1.378 -0.29
H -1.518 -3.081 3.068 0.69
H -0.872 -0.866 4.944 0.22
H -2.123 -0.874 3.609 0.14
H -2.156 -2.080 4.905 0.51
H -0.472 -4.034 4.542 0.36
H 3.578 -2.847 1.765 0.34
H 2.420 -3.314 3.003 0.35
H 1.792 -3.804 0.111 0.57
H 1.207 -5.210 2.870 0.32
H 0.385 -5.492 1.185 0.33
H 2.248 -1.956 5.825 0.38
H 2.805 1.463 4.109 0.27
C -0.470 4.857 -5.917 -0.71
O -1.478 3.929 -5.479 -0.30
P -1.562 2.473 -6.228 0.93
O -2.955 2.048 -6.034 -0.70
O -0.490 1.732 -5.295 -0.35
C -0.464 1.932 -3.879 -0.58
O -1.015 1.679 -7.545 -0.27
C -0.631 2.455 -8.693 -0.70
H -0.505 5.719 -5.255 0.24
H 0.525 4.406 -5.860 0.35
H -0.666 5.184 -6.940 0.30
H -1.465 2.013 -3.459 0.43
H 0.120 2.820 -3.638 0.24
H 0.028 1.073 -3.431 0.14
H 0.199 3.125 -8.454 0.32
H -1.477 3.036 -9.067 0.34
H -0.308 1.764 -9.467 0.24

145
Properties=species:S:1:pos:R:3:mulliken_charge:R:1 method="wB97M-V/def2-TZVPD" fmax_ev_per_a=2.363 e_homo_ev=-11.223 relative_energy_ev=0.320 total_charge=+2 homo_lumo_gap_ev=5.2768
Ta 0.157 1.699 0.319 -0.55
C 5.289 0.311 2.442 -1.69
C 4.264 1.393 2.099 2.04
C 3.555 1.815 3.383 -1.60
C 4.965 2.635 1.526 -1.39
P 2.932 0.842 0.897 0.54
C 2.533 -0.834 1.616 -2.03
N 1.125 -1.002 1.849 1.06
B 0.055 -0.313 1.216 2.82
N -1.150 -0.877 1.713 0.97
C -2.458 -0.555 1.208 -1.52
P -2.590 1.270 0.879 0.36
C -3.891 1.304 -0.459 2.26
C -3.236 0.824 -1.763 -1.62
C -5.080 0.389 -0.151 -1.88
C -4.345 2.761 -0.653 -1.81
C -3.165 1.962 2.505 2.60
C -2.301 1.319 3.587 -1.99
C -2.875 3.476 2.498 -1.56
C -4.640 1.712 2.809 -1.92
C -0.827 -1.858 2.655 0.69
C -1.634 -2.616 3.492 -0.86
C -1.015 -3.429 4.433 -0.96
C 0.378 -3.504 4.521 -1.09
C 1.192 -2.766 3.670 -1.08
C 0.577 -1.937 2.740 0.20
C 3.644 0.489 -0.801 2.73
C 2.734 -0.515 -1.520 -1.50
C 5.060 -0.090 -0.809 -2.25
C 3.623 1.826 -1.568 -1.59
H 6.032 0.776 3.097 0.57
H 5.815 -0.089 1.581 0.28
H 4.855 -0.521 2.998 0.35
H 4.302 2.203 4.084 0.69
H 3.053 0.976 3.869 0.11
H 2.817 2.593 3.201 -0.08
H 5.599 3.071 2.302 0.58
H 4.244 3.401 1.219 -0.09
H 5.605 2.403 0.675 0.33
H 3.053 -0.941 2.562 0.64
H 2.926 -1.596 0.941 0.19
H -3.239 -0.872 1.896 0.73
H -2.620 -1.060 0.255 -0.12
H -3.088 -0.258 -1.766 0.06
H -2.279 1.301 -1.956 -0.09
H -3.907 1.062 -2.597 0.81
H -4.779 -0.650 -0.002 0.25
H -5.743 0.413 -1.022 0.55
H -5.658 0.714 0.709 0.43
H -3.496 3.421 -0.869 0.19
H -4.882 3.151 0.214 0.34
H -5.025 2.808 -1.508 0.53
H -1.248 1.363 3.329 -0.35
H -2.567 0.275 3.774 0.19
H -2.443 1.869 4.524 0.86
H -1.803 3.670 2.403 -0.09
H -3.213 3.913 3.443 0.61
H -3.402 3.993 1.689 0.31
H -4.898 0.650 2.779 0.33
H -5.309 2.260 2.145 0.38
H -4.831 2.063 3.828 0.50
H -2.717 -2.571 3.435 0.54
H -1.625 -4.010 5.116 0.48
H 0.833 -4.142 5.271 0.48
H 2.272 -2.835 3.744 0.57
H 2.700 -1.484 -1.018 -0.37
H 3.140 -0.700 -2.522 1.15
H 1.715 -0.160 -1.641 -0.99
H 5.114 -1.047 -0.284 0.35
H 5.805 0.589 -0.396 0.50
H 5.337 -0.274 -1.851 0.56
H 2.624 2.271 -1.584 0.07
H 3.918 1.647 -2.606 0.53
H 4.316 2.561 -1.149 0.40
C 0.489 2.201 -3.739 -1.31
C 0.204 2.368 -2.290 0.24
O 0.157 3.487 -1.754 -0.39
N 0.012 1.256 -1.477 0.80
Te -0.792 -1.796 -2.405 1.00
C -2.282 -2.951 -3.389 0.00
C -3.108 -2.306 -4.319 1.07
C -2.872 -0.911 -4.872 -1.77
C -4.220 -2.994 -4.815 -0.83
C -4.523 -4.287 -4.428 0.61
C -5.747 -5.000 -4.948 -1.58
C -3.657 -4.920 -3.538 -0.84
C -2.544 -4.284 -3.009 0.56
C -1.680 -5.037 -2.027 -0.84
C 0.963 -2.967 -2.633 0.70
C 1.593 -3.566 -1.527 0.53
C 0.989 -3.684 -0.141 -1.52
C 2.857 -4.131 -1.708 -0.37
C 3.502 -4.128 -2.935 0.49
C 4.872 -4.740 -3.097 -1.85
C 2.841 -3.564 -4.021 -1.07
C 1.587 -2.979 -3.898 0.38
C 0.940 -2.385 -5.130 -1.33
H 1.086 3.032 -4.103 0.45
H -0.465 2.183 -4.278 0.41
H 0.985 1.244 -3.919 0.04
H -2.093 -0.369 -4.342 -0.22
H -3.792 -0.322 -4.835 0.45
H -2.576 -0.975 -5.923 0.50
H -4.867 -2.486 -5.527 0.39
H -6.404 -4.318 -5.487 0.37
H -6.312 -5.449 -4.129 0.37
H -5.465 -5.806 -5.629 0.32
H -3.864 -5.945 -3.235 0.40
H -2.037 -6.062 -1.907 0.43
H -1.700 -4.550 -1.048 0.09
H -0.641 -5.077 -2.359 0.09
H 0.228 -2.932 0.052 -0.51
H 1.764 -3.609 0.627 0.53
H 0.522 -4.665 -0.022 0.65
H 3.346 -4.592 -0.852 0.42
H 5.370 -4.857 -2.134 0.40
H 5.503 -4.128 -3.743 0.42
H 4.799 -5.729 -3.556 0.34
H 3.318 -3.579 -4.998 0.43
H 1.517 -2.627 -6.022 0.49
H 0.871 -1.297 -5.053 0.09
H -0.075 -2.763 -5.265 0.11
O 0.282 3.582 1.219 0.77
N 0.456 4.786 0.620 -0.40
C 1.701 5.266 0.515 -0.62
C 1.908 6.510 -0.030 -1.00
C 0.820 7.253 -0.464 -0.33
C -0.454 6.717 -0.351 -1.04
C -0.616 5.470 0.202 -0.02
H 2.484 4.623 0.883 0.78
H 2.918 6.888 -0.108 0.51
H 0.964 8.238 -0.889 0.45
H -1.327 7.256 -0.691 0.51
H -1.567 4.979 0.326 0.33
Br 0.943 4.977 4.145 -0.07
C 0.575 3.261 4.885 -0.03
C 0.157 3.218 6.208 -0.80
C -0.032 1.971 6.781 -0.74
C 0.205 0.838 6.016 -0.97
C 0.578 1.007 4.698 0.23
N 0.756 2.208 4.115 0.60
H -0.003 4.133 6.761 0.51
H -0.362 1.890 7.809 0.43
H 0.109 -0.160 6.430 0.59
H 0.730 0.142 4.060 0.52

13
Properties=species:S:1:pos:R:3:mulliken_charge:R:1 method="wB97M-V/def2-TZVPD" fmax_ev_per_a=5.231 e_homo_ev=-9.156 relative_energy_ev=3.251 homo_lumo_gap_ev=8.9974
C -2.890 -0.128 0.087 -0.66
N -1.503 0.497 -0.206 -0.34
C -0.463 -0.160 -0.207 0.42
N 0.120 -1.465 0.103 -0.51
C 1.404 -1.421 0.068 -0.09
N 1.931 -0.072 -0.130 -0.21
C 0.831 0.790 -0.117 0.45
O 0.936 1.923 0.194 -0.52
H -3.257 -0.859 -0.754 0.25
H -3.653 0.794 0.547 0.25
H -2.596 -0.742 0.901 0.29
H 2.087 -2.199 0.327 0.40
H 2.798 0.413 0.075 0.28

62
Properties=species:S:1:pos:R:3:mulliken_charge:R:1 method="wB97M-V/def2-TZVPD" fmax_ev_per_a=0.267 e_homo_ev=-13.386 relative_energy_ev=1.506 total_charge=+2 homo_lumo_gap_ev=6.5871
Ta -0.841 -0.235 0.019 1.61
I 0.907 0.663 -7.454 0.20
C 0.114 0.555 -5.539 -0.47
C -0.609 1.626 -5.029 -0.22
C -1.134 1.568 -3.742 -0.13
I -2.264 3.146 -3.003 0.15
C -0.919 0.431 -2.985 0.20
O -1.377 0.330 -1.693 -0.79
C -0.227 -0.661 -3.495 0.48
C -0.169 -1.923 -2.686 -0.63
N 0.345 -1.716 -1.292 -0.54
C 0.360 -3.002 -0.558 -0.92
C -1.021 -3.275 -0.032 1.16
C -1.504 -4.551 0.156 -0.93
C -2.787 -4.724 0.659 -0.30
C -3.558 -3.608 0.951 -0.85
C -3.023 -2.357 0.745 -0.18
N -1.771 -2.188 0.268 0.13
C 0.297 -0.593 -4.776 -0.93
H -0.768 2.509 -5.631 0.39
H 0.462 -2.661 -3.184 0.52
H -1.169 -2.353 -2.587 0.39
H 1.305 -1.378 -1.362 0.31
H 1.058 -2.924 0.275 -0.04
H 0.690 -3.819 -1.202 0.60
H -0.885 -5.401 -0.098 0.52
H -3.182 -5.719 0.810 0.47
H -4.565 -3.700 1.331 0.49
H -3.589 -1.461 0.956 0.62
H 0.833 -1.439 -5.187 0.45
O -2.319 0.273 1.193 -0.64
O -1.632 1.509 0.822 -0.14
C 1.460 4.174 2.376 -1.11
Ge 0.121 3.625 1.081 0.46
C 0.919 2.594 -0.393 -0.35
C -0.984 5.072 0.425 -1.05
C -1.088 2.258 1.954 -0.44
H 1.942 5.082 2.013 0.40
H 2.231 3.415 2.507 0.36
H 1.013 4.396 3.344 0.41
H 1.720 3.167 -0.864 0.57
H 0.184 2.400 -1.177 -0.24
H 1.385 1.669 -0.031 -0.11
H -0.393 5.741 -0.201 0.38
H -1.387 5.649 1.256 0.39
H -1.811 4.684 -0.168 0.26
H -1.942 2.696 2.465 0.44
H -0.562 1.567 2.609 0.10
C 3.427 -0.366 1.378 -1.04
Si 1.870 -0.721 2.314 0.45
C 1.577 0.424 3.737 -1.01
C 1.705 -2.492 2.848 -1.22
O 0.591 -0.456 1.171 0.09
H 4.297 -0.491 2.026 0.49
H 3.448 0.660 1.003 0.30
H 3.562 -1.042 0.530 0.35
H 2.390 0.295 4.457 0.43
H 0.646 0.194 4.258 0.36
H 1.574 1.476 3.449 0.16
H 2.291 -2.634 3.760 0.45
H 2.083 -3.217 2.125 0.38
H 0.671 -2.742 3.096 0.37